Record 1
# C7H20Cl2CrN4O4S

A structure of composition C7H20Cl2CrN4O4S (ωB97M-V/def2-TZVPD, OMol25).

Properties
Multiplicity: 2
Electronic energy: -86031.29887 eV
Charge: +1
HOMO-LUMO gap (alpha / beta): 9.74 / 9.24 eV
LUMO energy (alpha / beta): -3.28 / -3.23 eV

Last column: Löwdin charge in e.
Geometry (Å):
Cr1 -1.2452 -0.0130 0.0811  0.76
N1 -0.4002 1.8705 0.3590  -0.01
C1 0.7444 1.9222 1.2777  -0.16
C2 1.6379 0.7730 0.8719  -0.15
N2 0.8416 -0.4831 0.7482  -0.20
C3 0.7442 -1.2014 2.0560  -0.14
C4 -0.5392 -0.8775 2.7899  -0.17
N3 -1.6329 -1.0650 1.8278  -0.01
C5 1.4974 -1.3816 -0.2481  -0.15
C6 0.4550 -2.2798 -0.8725  -0.17
N4 -0.6069 -1.3823 -1.3489  -0.01
H1 -0.1575 2.2312 -0.5625  0.07
H2 -1.2040 2.4076 0.6788  0.11
H3 0.3777 1.8232 2.2977  0.12
H4 1.2869 2.8669 1.2158  0.14
H5 2.4793 0.6360 1.5550  0.14
H6 2.0467 0.9980 -0.1134  0.09
H7 1.6230 -0.9890 2.6685  0.14
H8 0.7524 -2.2724 1.8461  0.13
H9 -0.5683 0.1555 3.1311  0.12
H10 -0.6405 -1.5166 3.6689  0.14
H11 -2.5057 -0.6448 2.1424  0.12
H12 -1.8283 -2.0497 1.6687  0.13
H13 2.3105 -1.9464 0.2141  0.14
H14 1.9296 -0.7600 -1.0326  0.09
H15 0.0208 -2.9680 -0.1458  0.12
H16 0.8933 -2.8789 -1.6722  0.14
H17 -1.4655 -1.8693 -1.5970  0.12
H18 -0.3124 -0.8731 -2.1811  0.07
O1 -4.6935 0.9692 -1.0096  -0.20
S1 -3.3896 0.6248 -0.6023  0.39
O2 -3.0685 -0.8551 -0.4202  -0.38
O3 -2.2324 1.0336 -1.4821  -0.39
O4 -2.9151 1.1195 0.7559  -0.37
Cl1 3.2733 1.2720 -2.7846  0.54
C7 1.9804 1.8407 -3.8507  -0.95
Cl2 0.3740 1.5611 -3.1463  0.60
H19 2.0366 1.2958 -4.7847  0.03
H20 2.1010 2.9064 -3.9998  0.03



Record 2
# C7H13N

A cluster of 2 separate species, C7H13N in total in a non-equilibrium geometry (ωB97M-V/def2-TZVPD, OMol25).

Properties
SMILES string: C=CC(=C)C.C=CN
Electronic energy: -8954.99808 eV
Charge: 0
HOMO-LUMO gap: 7.88 eV
LUMO energy: 0.98 eV

Last column: Löwdin charge in e.
Geometry (Å):
C1 -1.0711 0.4370 1.4273  -0.09
C2 -1.0434 0.3017 -0.0735  -0.41
N1 -0.3036 -1.5011 -0.4930  0.04
C3 -2.1787 0.4835 -0.7892  -0.07
H1 -0.5529 -1.9986 0.3655  0.13
H2 -0.7902 -1.5897 -1.3830  0.12
H3 -1.8198 -0.2310 1.8691  0.08
H4 -0.0935 0.1868 1.8429  0.06
H5 -1.3260 1.4570 1.7186  0.09
H6 -2.1922 0.4054 -1.8711  0.03
H7 -3.1189 0.7246 -0.3102  0.04
C4 1.1159 -1.3840 -0.6711  -0.25
C5 0.3829 1.2316 -0.6802  -0.10
C6 1.9775 -1.6604 0.3180  0.00
C7 1.2930 1.9068 0.0203  -0.04
H8 1.4334 -1.2136 -1.6919  0.11
H9 0.1989 1.5228 -1.7173  0.08
H10 3.0439 -1.6235 0.1383  0.05
H11 1.5019 1.6931 1.0663  0.05
H12 1.8954 2.6998 -0.4184  0.05
H13 1.6474 -1.8480 1.3325  0.05



Record 3
# C20H25Cl4NO3SSbSr

A structure of composition C20H25Cl4NO3SSbSr in a non-equilibrium geometry (ωB97M-V/def2-TZVPD, OMol25).

Properties
Electronic energy: -97079.14237 eV
Charge: -1
HOMO-LUMO gap: 5.83 eV
LUMO energy: 2.23 eV

Last column: Löwdin charge in e.
Geometry (Å):
Sr1 -1.5576 1.6488 0.2845  1.39
Cl1 -2.1377 7.8121 -1.9918  0.60
C1 -1.4494 6.2592 -1.6188  -0.72
C2 -0.1116 6.1500 -1.2870  -0.72
Cl2 0.8954 7.5650 -1.2126  0.60
C3 0.4224 4.8854 -1.0015  -0.62
Cl3 2.1072 4.7062 -0.5991  0.66
C4 -0.3400 3.7147 -1.0400  -0.49
O1 0.1576 2.5316 -0.7438  -0.37
C5 -1.7498 3.8299 -1.3718  -0.49
O2 -2.5034 2.7507 -1.3547  -0.39
C6 -2.2467 5.1052 -1.6591  -0.62
Cl4 -3.9389 5.2204 -2.0484  0.64
O3 -0.2395 1.2306 2.0765  -0.42
N1 0.5503 2.2475 2.4348  -0.21
C7 1.8282 1.9744 2.7927  -0.03
C8 2.6826 2.9522 3.2104  -0.08
C9 2.2150 4.2737 3.2539  -0.09
C10 0.9289 4.5440 2.8767  -0.11
C11 0.0465 3.5248 2.4546  -0.68
S1 -1.5851 3.8461 2.0467  0.60
H1 2.0985 0.9324 2.7172  0.12
H2 3.6964 2.6898 3.4813  0.10
H3 2.8711 5.0777 3.5653  0.10
H4 0.5404 5.5513 2.8658  0.10
C12 -0.9704 -5.3917 -0.2288  -0.15
C13 -1.7661 -4.2049 -0.7610  -0.59
C14 -2.1890 -4.4104 -2.2178  -0.17
Sb1 -0.8519 -2.2474 -0.5321  1.49
C15 0.8290 -2.3101 -1.8984  -0.58
C16 1.6007 -3.6252 -1.9195  -0.15
C17 0.3859 -1.8819 -3.3006  -0.16
C18 0.2800 -2.7175 1.2541  -0.60
C19 -0.6757 -2.8061 2.4454  -0.16
C20 1.3718 -1.6710 1.4943  -0.15
H5 -1.5758 -6.3042 -0.2970  0.08
H6 -0.6866 -5.2687 0.8172  0.05
H7 -0.0596 -5.5602 -0.8062  0.06
H8 -2.6692 -4.0973 -0.1535  0.07
H9 -1.3184 -4.5759 -2.8592  0.06
H10 -2.7353 -3.5518 -2.6170  0.06
H11 -2.8369 -5.2893 -2.3143  0.07
H12 1.4715 -1.5251 -1.4906  0.07
H13 1.0239 -4.4122 -2.4125  0.06
H14 1.8628 -3.9742 -0.9180  0.06
H15 2.5343 -3.5066 -2.4826  0.08
H16 -0.3004 -2.6098 -3.7433  0.06
H17 1.2509 -1.7989 -3.9684  0.08
H18 -0.1147 -0.9121 -3.2910  0.07
H19 0.7431 -3.6899 1.0811  0.06
H20 -1.1167 -1.8283 2.6587  0.07
H21 -0.1417 -3.1243 3.3485  0.08
H22 -1.4922 -3.5156 2.2764  0.06
H23 0.9410 -0.6764 1.6485  0.04
H24 2.0777 -1.6111 0.6621  0.06
H25 1.9473 -1.9254 2.3938  0.08



Record 4
# C45H52Cl2Ge2N5O4ReSi3

A structure of composition C45H52Cl2Ge2N5O4ReSi3 (ωB97M-V/def2-TZVPD, OMol25).

Properties
Multiplicity: 4
Electronic energy: -226986.11068 eV
Charge: +1
HOMO-LUMO gap (alpha / beta): 7.27 / 6.82 eV
LUMO energy (alpha / beta): -3.44 / -3.99 eV

Last column: Löwdin charge in e.
Geometry (Å):
Re1 -1.0602 0.1580 0.0466  1.45
Cl1 -1.7093 -6.7293 -2.5532  0.70
C1 -1.9041 -5.0822 -2.0866  -0.68
C2 -1.4330 -4.6757 -0.8489  -0.05
C3 -1.5390 -3.3532 -0.4520  -0.22
N1 -0.9774 -2.9645 0.7935  0.21
C4 0.1543 -2.3831 0.7242  -0.45
O1 0.7558 -1.8910 1.7815  -0.13
C5 0.7629 -2.0867 -0.6277  -0.20
C6 1.4511 -3.0347 -1.3573  0.01
C7 1.8501 -2.7102 -2.6422  0.00
C8 1.5075 -1.4694 -3.1652  0.00
C9 0.7693 -0.5980 -2.3940  -0.13
N2 0.4061 -0.9004 -1.1413  -0.01
C10 -2.1839 -2.4295 -1.2824  -0.21
C11 -2.6672 -2.8456 -2.5137  -0.04
C12 -2.5134 -4.1587 -2.9292  -0.67
Cl2 -3.1045 -4.6153 -4.4826  0.70
N3 -2.4170 -1.1119 -0.7788  -0.07
C13 -3.7483 -0.7632 -0.6911  -0.46
O2 -4.6652 -1.2203 -1.3319  0.11
C14 -3.9980 0.1964 0.4360  -0.20
C15 -5.2834 0.4166 0.8762  0.03
C16 -5.4713 1.1453 2.0418  -0.01
C17 -4.3599 1.6355 2.7026  -0.02
C18 -3.0990 1.4044 2.1819  -0.11
N4 -2.9115 0.6867 1.0660  -0.03
H1 -0.9638 -5.3930 -0.1890  0.12
H2 1.6602 -4.0020 -0.9249  0.13
H3 2.4041 -3.4220 -3.2391  0.13
H4 1.7890 -1.1832 -4.1682  0.13
H5 0.4411 0.3591 -2.7628  0.05
H6 -3.1946 -2.1546 -3.1528  0.11
H7 -6.0977 -0.0166 0.3131  0.14
H8 -6.4662 1.3188 2.4286  0.13
H9 -4.4500 2.1995 3.6197  0.13
H10 -2.2181 1.7789 2.6715  0.08
C19 -2.1061 5.7467 -1.0888  -0.20
Si1 -2.2568 4.1740 -0.0778  0.34
C20 -4.1010 3.8350 0.0768  -0.21
C21 -1.5032 4.5150 1.6042  -0.20
Ge1 -1.0598 2.4258 -1.2407  0.62
Si2 -2.2491 2.0766 -3.3201  0.33
C22 -4.0965 2.0561 -3.0092  -0.19
C23 -1.7748 0.4823 -4.1891  -0.21
C24 -1.8753 3.4771 -4.5094  -0.21
Si3 1.1828 3.3043 -1.5637  0.35
C25 2.3364 2.2317 -2.5868  -0.21
C26 0.9736 4.9212 -2.4976  -0.21
C27 2.0792 3.6885 0.0343  -0.21
H11 -2.8498 6.4448 -0.6925  0.04
H12 -2.3185 5.6117 -2.1486  0.02
H13 -1.1299 6.2171 -0.9920  0.02
H14 -4.4657 4.2095 1.0359  0.04
H15 -4.3862 2.7901 -0.0170  0.00
H16 -4.6290 4.3808 -0.7075  0.03
H17 -2.0672 5.3171 2.0883  0.04
H18 -0.4745 4.8601 1.4989  0.02
H19 -1.4915 3.6584 2.2770  0.00
H20 -4.4267 1.2512 -2.3534  0.01
H21 -4.6036 1.9151 -3.9681  0.05
H22 -4.4399 3.0029 -2.5916  0.02
H23 -1.7900 -0.3815 -3.5261  -0.01
H24 -0.7929 0.5387 -4.6629  0.03
H25 -2.5030 0.3058 -4.9860  0.05
H26 -2.1509 4.4560 -4.1178  0.02
H27 -2.4581 3.3100 -5.4196  0.04
H28 -0.8230 3.5094 -4.7941  0.03
H29 1.9308 1.9835 -3.5705  0.03
H30 2.6103 1.3107 -2.0738  0.00
H31 3.2546 2.8034 -2.7493  0.05
H32 0.1976 4.9152 -3.2600  0.01
H33 1.9232 5.1488 -2.9899  0.04
H34 0.7639 5.7393 -1.8094  0.02
H35 2.5255 2.8018 0.4804  0.01
H36 1.4463 4.1555 0.7875  0.01
H37 2.8804 4.3941 -0.2063  0.04
O3 -0.3131 1.1142 2.5548  -0.10
N5 0.7486 1.3119 2.0119  -0.11
O4 0.7340 0.9711 0.7545  -0.40
C28 2.1876 -6.6298 4.1150  -0.07
C29 1.9171 -6.3925 2.7732  -0.07
C30 2.0103 -5.1046 2.2709  -0.11
C31 2.3689 -4.0399 3.0989  -0.26
C32 2.6335 -4.2909 4.4433  -0.09
C33 2.5458 -5.5811 4.9485  -0.07
Ge2 2.4745 -2.2464 2.4054  1.04
C34 3.6284 -2.0926 0.8606  -0.27
C35 3.6997 -0.8923 0.1476  -0.11
C36 4.5007 -0.7950 -0.9805  -0.08
C37 5.2318 -1.8958 -1.4130  -0.07
C38 5.1735 -3.0885 -0.7078  -0.07
C39 4.3789 -3.1838 0.4284  -0.10
C40 2.6516 -0.8475 3.7048  -0.28
C41 3.7311 0.0313 3.6635  -0.10
C42 3.8267 1.0651 4.5843  -0.07
C43 2.8446 1.2220 5.5512  -0.07
C44 1.7683 0.3456 5.6037  -0.07
C45 1.6717 -0.6869 4.6845  -0.11
H38 2.1186 -7.6348 4.5095  0.11
H39 1.6361 -7.2105 2.1230  0.11
H40 1.7998 -4.9352 1.2191  0.08
H41 2.9096 -3.4768 5.1037  0.10
H42 2.7564 -5.7661 5.9934  0.11
H43 3.1273 -0.0293 0.4743  0.09
H44 4.5682 0.1413 -1.5191  0.10
H45 5.8597 -1.8172 -2.2911  0.11
H46 5.7545 -3.9418 -1.0325  0.11
H47 4.3485 -4.1177 0.9780  0.10
H48 4.5005 -0.0819 2.9079  0.10
H49 4.6648 1.7483 4.5471  0.11
H50 2.9194 2.0279 6.2695  0.11
H51 1.0041 0.4701 6.3595  0.11
H52 0.8215 -1.3585 4.7218  0.11



Record 5
# C3H2

An isolated molecule of C3H2 in a non-equilibrium geometry (ωB97M-V/def2-TZVPD, OMol25).

Properties
Electronic energy: -3137.64029 eV
Charge: 0
HOMO-LUMO gap: 8.41 eV
LUMO energy: -1.76 eV

Last column: Löwdin charge in e.
Geometry (Å):
C1 -0.7996 0.0608 -0.1185  -0.33
C2 -2.0534 -0.1280 0.0048  0.09
C3 0.5070 0.0872 -0.0024  0.00
H1 1.1546 -1.0174 0.0305  0.15
H2 1.1914 0.9974 0.0857  0.08



Record 6
# C10H10N4S

A cluster of 2 separate species, C10H10N4S in total in a non-equilibrium geometry (ωB97M-V/def2-TZVPD, OMol25).

Properties
SMILES string: c1ccc(/N=c2/[nH]ccs2)cc1.N=C=N
Electronic energy: -27324.76476 eV
Charge: 0
HOMO-LUMO gap: 8.42 eV
LUMO energy: 0.56 eV

Last column: Löwdin charge in e.
Geometry (Å):
C1 3.5169 1.2450 -0.1764  -0.11
C2 3.2257 -0.0429 -0.7290  -0.09
C3 2.5565 1.8737 0.5212  -0.11
C4 1.9937 -0.6149 -0.6028  -0.04
C5 1.2635 1.3431 0.7327  -0.04
C6 -3.7049 0.4818 -0.2883  -0.22
C7 -3.4674 1.6890 0.1339  -0.40
C8 0.9836 0.1593 0.0680  -0.23
C9 -1.4985 0.1558 0.0471  -0.60
C10 -0.5341 -2.4061 0.3341  -0.48
N1 -2.6383 -0.3903 -0.4064  0.06
N2 0.1770 -2.5202 1.3187  0.15
N3 -1.4980 -2.8791 -0.2537  0.09
N4 -0.3516 -0.3856 -0.1266  0.03
S1 -1.7972 1.8147 0.5156  1.08
H1 4.4079 1.8946 -0.5158  0.13
H2 4.1800 -0.6022 -1.0001  0.12
H3 2.8595 2.7371 1.0467  0.09
H4 1.6990 -1.5550 -0.9654  0.09
H5 0.6107 1.8339 1.3706  0.04
H6 -4.6010 0.0929 -0.7359  0.12
H7 -4.2219 2.4159 0.2634  0.07
H8 0.9941 -1.9226 1.3185  0.05
H9 -1.6918 -3.0386 -1.2577  0.10
H10 -2.4635 -1.3792 -0.6125  0.10